[1]
An isolated ion of composition C6H6N and charge +1 in a non-equilibrium geometry, computed with ωB97M-V/def2-TZVPD.

Geometry as XYZ:
```
13
Properties=species:S:1:pos:R:3:forces:R:3
C -0.487503 1.132046 2.657512 1.4 0.6 -3.2
C 0.314658 -1.269068 -0.046990 1.2 -1.2 -0.6
C -0.087005 1.578497 1.165154 -0.4 1.6 6.6
C 1.427750 -1.902320 -0.311905 -0.1 0.2 -2.3
C -0.849103 -0.563491 -0.060088 2.2 1.2 1.0
C -0.382745 0.791903 3.791567 -0.1 -0.6 2.2
N -0.842498 0.722400 0.446959 -4.1 -3.1 -2.7
H -0.556993 2.575182 1.446324 0.7 -0.5 -2.2
H 0.964535 1.570791 1.181791 1.2 -0.1 -0.8
H 1.774745 -1.563890 -1.411435 -0.5 -0.8 2.3
H 2.023439 -2.781381 0.105655 -1.1 1.6 -0.1
H -1.800757 -0.991683 -0.388545 0.3 0.4 0.2
H -1.797652 0.899277 0.706210 -0.8 0.6 -0.5
```
Forces are in eV/Å.

The value obtained for the LUMO energy (spin up / spin down) is -7.192 / -6.541 eV. The frontier orbital gap (spin up / spin down) is 7.90 / 7.80 eV. The net charge is +1.

Here are the Mulliken charges for atoms 1 to 6, given in e: -0.475, 0.069, -0.318, -0.478, 0.021, 0.355

***

[2]
An isolated ion of composition C6H6N and charge +1 in a non-equilibrium geometry, computed with ωB97M-V/def2-TZVPD.

Geometry as XYZ:
```
13
Properties=species:S:1:pos:R:3:forces:R:3
C -2.192487 -0.618107 0.026870 3.5 1.4 -1.0
C -1.780300 0.575088 0.424113 -3.6 5.4 3.3
C 1.669745 -0.119318 -0.321090 2.1 -0.5 -0.7
C -0.619550 0.952475 -0.387715 1.6 -3.0 4.2
C 0.745826 0.779042 0.336597 -3.3 -0.4 -1.5
C 0.606232 -0.679429 0.473682 -0.9 -0.8 -0.6
N -0.911021 -0.508655 -0.522440 3.2 -4.5 -2.4
H -2.777981 -1.436343 0.193175 -1.5 -1.9 0.5
H 1.645025 -0.260976 -1.364382 0.0 0.0 -1.2
H 2.713698 -0.195858 0.066237 -1.1 0.0 0.0
H -0.680437 1.560533 -1.167153 -0.7 2.3 -3.6
H 0.946268 1.433081 1.065964 1.1 2.2 2.7
H 0.634978 -1.481538 1.176136 -0.4 -0.3 0.4
```
Forces are in eV/Å.

The value obtained for the LUMO energy (spin up / spin down) is -4.572 / -7.826 eV. The frontier orbital gap (spin up / spin down) is 7.95 / 8.74 eV. The net charge is +1. The multiplicity is 3.

Here are the Mulliken charges for atoms 1 to 6, given in e: -0.048, -0.129, -0.602, -0.093, -0.328, 0.017

***

[3]
An isolated ion of composition C6H6N and charge +1 in a non-equilibrium geometry, computed with ωB97M-V/def2-TZVPD.

Geometry as XYZ:
```
13
Properties=species:S:1:pos:R:3:forces:R:3
C 2.920461 0.148341 -0.099951 -6.2 0.3 -0.4
C 1.654241 0.102908 -0.097314 4.6 0.1 0.0
C -0.801299 -0.252805 0.237646 8.3 1.1 -0.6
C 4.234035 0.155696 -0.079455 3.5 -2.0 0.4
C -2.088134 -0.456744 0.408782 -3.1 -0.4 0.8
C -3.156987 0.299816 -0.219801 -1.4 -1.8 -0.8
N 0.394286 -0.057703 0.129234 -6.2 -0.9 0.4
H 4.633127 -0.676100 0.573820 -0.2 1.3 -0.3
H 4.962654 0.487935 -0.828830 -0.8 0.2 0.2
H -2.517243 -1.159884 1.088007 0.8 -0.9 0.6
H -4.084880 -0.420893 -0.240212 1.6 1.9 -0.2
H -2.802339 0.626018 -1.172400 -0.3 0.1 -1.1
H -3.347916 1.203418 0.300468 -0.6 0.9 0.9
```
Forces are in eV/Å.

The value obtained for the LUMO energy (spin up / spin down) is -5.063 / -8.034 eV. The frontier orbital gap (spin up / spin down) is 6.91 / 6.23 eV. The net charge is +1. The multiplicity is 3.

Here are the Mulliken charges for atoms 1 to 6, given in e: 0.074, 1.031, 1.054, -1.222, -0.793, -0.946

***

[4]
One molecule with the formula C6H6N2 in a non-equilibrium geometry, computed with ωB97M-V/def2-TZVPD.

Geometry as XYZ:
```
14
Properties=species:S:1:pos:R:3:forces:R:3
C 1.462073 1.328656 -0.120326 -1.0 -0.4 -1.0
C 0.195368 0.570599 -0.141671 0.4 0.2 2.8
C -0.218432 -0.193588 0.938222 -2.8 0.6 -1.4
C 0.266165 -1.518605 1.011073 -2.4 -2.1 -0.8
N -0.722154 -2.131547 0.417678 1.3 0.4 1.1
C -1.591923 -0.892029 0.388873 2.5 0.8 0.8
N -1.742709 -0.339864 -0.830240 -0.6 1.5 -3.9
C -0.763324 0.469382 -1.166466 -0.9 -1.2 2.5
H 1.293024 2.102432 -0.798927 0.0 1.6 -1.4
H 2.233144 0.755603 -0.547238 1.5 -0.7 -0.1
H 1.684800 1.841106 0.773726 0.4 -0.1 1.3
H 1.113984 -2.011877 1.277075 2.6 -1.0 0.8
H -2.546197 -1.035612 0.819109 -0.6 -0.2 1.2
H -0.663818 1.055342 -2.020890 -0.4 0.5 -1.8
```
Forces are in eV/Å.

The value obtained for the LUMO energy is -0.416 eV. The frontier orbital gap is 8.34 eV. Its SMILES is CC1=C2C=N[C@@H]2N=C1.

Here are the Mulliken charges for atoms 1 to 6, given in e: -1.374, 0.586, 0.118, -0.338, -0.534, 0.162

***

[5]
C6H6N2 as an isolated structure in a non-equilibrium geometry, computed with ωB97M-V/def2-TZVPD.

Geometry as XYZ:
```
14
Properties=species:S:1:pos:R:3:forces:R:3
C 2.301124 -0.265332 -0.068135 1.9 -1.5 0.0
C 1.391754 -1.268050 -0.192508 1.3 -0.7 0.4
C 0.386018 1.928878 0.261656 0.8 -4.0 -1.3
C 1.217484 0.808683 -0.045399 -2.9 -0.4 1.5
C 0.293174 -0.275320 -0.013795 0.6 3.1 -1.2
C -2.104932 -0.555128 -0.002852 0.8 -2.1 -4.5
N -0.889618 1.551974 0.237893 -1.5 0.4 0.4
N -0.939643 0.200164 0.084676 3.1 0.5 0.7
H 3.439700 -0.289038 0.058006 -2.0 0.2 -0.4
H 1.389734 -2.353408 -0.284547 0.3 0.4 0.1
H 0.640323 2.907418 0.350988 0.5 2.7 0.3
H -1.969159 -1.536891 0.371774 0.1 -0.7 1.0
H -2.892890 -0.061314 0.375029 -2.8 1.6 1.4
H -2.263068 -0.792636 -1.132782 -0.3 0.7 1.7
```
Forces are in eV/Å.

The value obtained for the LUMO energy (spin up / spin down) is 0.347 / 0.348 eV. The frontier orbital gap (spin up / spin down) is 7.58 / 7.58 eV.

Here are the Mulliken charges for atoms 1 to 6, given in e: -0.232, -0.848, -0.373, -0.286, 0.716, -0.875

***

[6]
One molecule with the formula C6H6N2 in a non-equilibrium geometry, computed with ωB97M-V/def2-TZVPD.

Geometry as XYZ:
```
14
Properties=species:S:1:pos:R:3:forces:R:3
C 0.532836 0.218470 -0.616104 -0.8 -0.2 -1.5
C -0.551205 2.160737 0.693485 -0.3 -1.0 -0.4
C -0.620605 0.991290 -0.376929 0.0 0.3 -0.6
C 1.536886 -1.245301 1.004793 -0.3 0.9 -1.9
C -1.831319 0.946640 -0.948675 0.2 1.3 -0.5
C 1.933441 -2.416456 1.399728 2.0 -1.8 0.4
N 1.200898 -0.229101 0.415509 1.4 -1.2 3.0
N -0.077872 1.910631 1.800410 -0.5 1.1 -1.0
H 0.962662 -0.018086 -1.611100 -0.7 0.3 0.6
H -1.191404 2.882224 0.095391 0.9 0.4 1.6
H -2.488839 1.806096 -1.098357 0.2 0.1 1.0
H -2.231547 0.152442 -1.478400 -0.1 -1.8 -1.0
H 1.421195 -3.064596 2.098535 -0.4 0.5 0.1
H 2.946855 -2.879377 1.115949 -1.6 1.2 0.1
```
Forces are in eV/Å.

The value obtained for the LUMO energy (spin up / spin down) is -0.654 / -0.327 eV. The frontier orbital gap (spin up / spin down) is 8.28 / 7.13 eV.

Here are the Mulliken charges for atoms 1 to 6, given in e: -0.356, 0.175, 0.599, 0.791, -1.027, -1.032

***

[7]
A 2-piece molecular cluster, C6H6N2O2 overall in a non-equilibrium geometry, computed with ωB97M-V/def2-TZVPD.

Geometry as XYZ:
```
16
Properties=species:S:1:pos:R:3:forces:R:3
O -2.077310 0.406172 -1.773487 -0.2 -0.3 0.6
C -1.512040 0.135028 -0.737811 1.5 0.0 0.2
C -1.273463 -1.174748 -0.119938 -0.7 -1.4 0.4
C -0.475386 -1.308402 0.966742 0.3 2.2 -0.7
N 0.257582 -0.228420 1.476687 -1.3 -0.9 -0.5
C 0.064633 1.039580 1.010189 0.7 0.7 0.2
O 0.684436 2.002790 1.436972 -0.3 -0.4 0.0
N -0.823721 1.136669 -0.012073 -1.4 1.1 -1.1
H -1.794589 -2.086461 -0.492278 0.4 1.1 0.3
H -0.353109 -2.192448 1.522711 0.2 -1.1 0.2
H 0.999881 -0.331706 2.137587 0.1 -0.2 0.3
H -0.927698 2.081714 -0.404635 0.2 -0.7 0.3
C 2.001445 0.592810 -0.893772 -0.8 -3.2 -2.6
C 1.635411 -0.339339 -1.600434 0.9 2.5 1.7
H 2.348479 1.351829 -0.272200 0.3 0.8 0.6
H 1.245450 -1.085071 -2.244260 0.0 -0.2 -0.1
```
Forces are in eV/Å.

The value obtained for the LUMO energy is 0.445 eV. The frontier orbital gap is 10.12 eV. Its SMILES is O=c1cc[nH]c(=O)[nH]1.C#C.

Here are the Mulliken charges for atoms 1 to 6, given in e: -0.610, 0.507, -0.487, -0.164, 0.008, 0.031

***

[8]
A 2-piece molecular cluster, C6H6N2O2 overall in a non-equilibrium geometry, computed with ωB97M-V/def2-TZVPD.

Geometry as XYZ:
```
16
Properties=species:S:1:pos:R:3:forces:R:3
C -2.233272 1.496458 -0.267341 -1.9 1.6 0.9
C -2.524179 0.348660 0.457138 -0.2 2.3 -1.6
C -0.890994 1.328775 -0.718692 -0.5 -2.3 1.6
C -1.410674 -0.475094 0.440465 1.5 0.6 0.6
C 1.699088 -2.082368 -0.308718 1.4 -1.8 0.6
C 1.862549 -0.826646 -0.088013 0.4 0.8 -1.0
N -0.479499 0.162958 -0.288239 3.2 -1.4 -0.9
N 2.560295 0.342093 0.094120 -0.2 -2.3 0.8
O 2.766922 0.494386 1.302409 0.4 1.2 0.4
O 2.904802 1.042551 -0.832177 0.0 0.7 -0.3
H -2.776961 2.501731 -0.339053 0.5 -2.0 0.1
H -3.356662 0.213841 1.007599 -2.7 -0.5 1.6
H -0.151303 1.969063 -1.040168 1.0 1.6 -1.3
H -1.059598 -1.218045 1.187262 -0.7 0.2 -0.9
H 2.427861 -3.002230 -0.269654 -1.1 2.2 -0.2
H 0.661621 -2.296134 -0.336932 -1.0 -0.8 -0.4
```
Forces are in eV/Å.

The value obtained for the LUMO energy (spin up / spin down) is -1.015 / -2.583 eV. The frontier orbital gap (spin up / spin down) is 8.89 / 5.84 eV.

Here are the Mulliken charges for atoms 1 to 6, given in e: -0.321, -0.593, -0.302, -0.188, -0.663, 0.420

***

For reference, relative energy (zero: lowest compared OMol25 entry of this formula, charge and spin) by record: 174.7 88.9 12.5 89.6 105.3 133.3 35.6 221.4 kcal per mole.